Record 1
DFT (ωB97M-V/def2-TZVPD) results for 11 unconnected molecules or ions with the total composition H22O11 in a non-equilibrium geometry.

HOMO   -9.6 eV
SMILES string   O.O.O.O.O.O.O.O.O.O.O
ΔE to the lowest compared entry with this formula, charge and spin   2.0365 eV
Gap between HOMO and LUMO   8.8 eV

```
33
Properties=species:S:1:pos:R:3:forces:R:3
O -28.0345 6.9592 1.8234 -0.88 -0.73 0.01
O -26.3287 8.0526 3.4292 -0.76 1.19 -0.64
O -26.0516 5.9259 4.9534 -0.61 -0.72 0.64
O -29.0614 9.5519 4.1103 -0.79 0.26 -0.48
O -24.9377 8.0085 7.0745 0.10 0.01 -0.37
O -25.6731 9.8400 0.6055 1.66 0.94 -1.25
O -24.4751 6.7926 1.5675 0.24 -0.97 -0.37
O -27.4720 8.3698 6.5987 1.51 -0.29 -2.89
O -25.3589 10.2781 4.6806 0.90 0.04 0.81
O -28.1281 9.8231 1.5748 -0.26 -0.34 -0.81
O -26.2517 4.7767 2.1921 -0.06 -0.60 -1.02
H -26.7190 5.8738 5.6555 0.25 -0.08 -0.24
H -26.1923 7.3393 4.0412 0.19 -0.69 0.40
H -25.2362 6.0721 5.4414 0.45 0.23 0.00
H -25.5983 4.0994 1.9160 -0.72 0.47 0.77
H -26.4387 4.7547 3.1319 0.63 -0.28 0.36
H -28.3211 9.7340 2.4999 -0.22 0.01 0.89
H -28.3964 10.7124 1.3648 -0.01 0.48 -0.26
H -25.5606 9.4921 4.1660 -0.40 -0.11 -0.32
H -24.8949 7.5251 1.9967 -0.32 0.81 0.47
H -25.8953 8.0975 6.9174 0.51 0.22 -0.08
H -25.9784 10.9501 4.4368 -0.52 0.39 -0.41
H -28.9430 7.1964 2.0415 -0.10 0.23 -0.29
H -24.8494 7.2119 7.5830 0.23 -0.48 0.60
H -25.1609 6.1089 1.6813 0.39 0.34 -0.12
H -28.0190 7.7738 6.1110 -0.45 -0.74 -0.52
H -26.5054 9.5236 0.8913 -1.36 -0.54 0.78
H -29.6939 9.9620 4.6986 -0.21 0.25 0.07
H -28.5296 9.0026 4.6595 1.07 -0.37 0.62
H -27.9335 8.5480 7.3521 -1.96 0.98 3.45
H -28.0371 5.9857 1.8198 0.40 0.34 -0.14
H -27.1225 7.7993 2.8944 0.94 -0.07 0.06
H -24.9993 9.5132 1.1924 0.17 -0.20 0.27
```
Positions in Å, forces in eV/Å.

***

Record 2
DFT (ωB97M-V/def2-TZVPD) results for a molecular structure, C28H23N6O3STi.

HOMO (spin up / spin down)   0.9 / -1.7 eV
<S²>   3.83
2S+1   4
ΔE to the lowest compared entry with this formula, charge and spin   0.0000 eV
Net charge   -2
Gap between HOMO and LUMO (spin up / spin down)   3.3 / 6.0 eV

```
62
Properties=species:S:1:pos:R:3:forces:R:3
Ti 0.2828 0.1294 -0.1809 0.23 -0.69 0.56
S -1.0634 2.9782 1.3332 0.07 0.11 -0.04
O -2.5315 1.0141 0.7360 0.12 0.01 0.15
O 1.7731 -1.1671 -0.7756 -0.26 -0.07 0.09
O -0.6386 0.1477 -1.9111 -0.14 0.17 -0.28
N -2.2792 -1.4059 0.5987 0.01 0.08 -0.02
N -0.9450 -1.4778 0.4759 0.15 -0.01 0.05
N 1.3381 1.8598 -1.0156 0.22 0.32 -0.07
N 1.6778 3.6688 -2.2014 -0.10 0.14 0.24
N 1.4127 0.1342 1.7200 0.02 0.15 -0.11
N 4.3105 0.1331 6.3097 0.02 -0.01 0.01
C -6.4369 -1.7060 0.6488 0.01 -0.02 0.01
C 0.8211 0.1592 2.9550 0.00 0.04 -0.08
C -7.2294 -0.5582 0.6469 0.02 -0.03 0.00
C -0.0702 2.7837 -4.3466 -0.07 0.00 -0.12
C 1.8715 -2.3913 -0.3249 -0.06 0.41 -0.15
C -0.9524 2.4208 -5.3461 0.02 -0.10 0.16
C 0.8898 -3.0851 0.3399 -0.07 -0.23 0.08
C -1.2330 1.4293 0.7551 -0.25 -0.23 -0.12
C 3.6836 0.1253 5.3278 -0.14 0.02 -0.16
C 0.0549 2.0513 -3.1647 0.44 0.24 0.38
C 2.9293 0.1208 4.1411 0.19 -0.01 0.25
C -1.6203 0.5261 -4.0061 0.11 0.05 0.21
C -5.2134 0.7806 0.6483 -0.04 0.03 0.03
C 1.4991 0.1483 4.1351 -0.08 0.01 -0.06
C -1.7315 1.2750 -5.1515 -0.07 0.03 -0.17
C -6.5953 0.6797 0.6483 0.03 0.06 0.00
C -1.3782 -3.7998 1.1323 -0.09 -0.09 0.10
C 2.2312 2.6714 -0.3449 -0.23 -0.08 0.06
C -2.9523 -0.2937 0.6287 -0.09 0.05 -0.02
C 2.7817 0.0662 1.7297 -0.03 -0.07 0.00
C -4.4047 -0.3698 0.6437 0.02 -0.13 -0.01
C 3.5493 0.0686 2.8545 -0.05 -0.01 -0.10
C 2.4279 3.8091 -1.0507 0.19 -0.08 -0.11
C -0.4569 -2.7252 0.6471 0.15 0.18 -0.16
C -0.7230 0.8848 -2.9666 -0.07 -0.09 -0.16
C 1.0023 2.4926 -2.1232 -0.28 -0.23 -0.46
C 3.1998 -3.0376 -0.6194 0.09 -0.09 0.04
C -5.0584 -1.6206 0.6462 0.02 0.05 -0.03
H 3.2405 -0.0162 0.7514 0.01 0.02 0.00
H 3.3031 -4.0167 -0.1484 -0.02 0.01 -0.01
H 1.1571 -4.0962 0.6290 0.00 0.01 0.00
H 1.5048 4.3858 -2.8785 0.00 0.00 -0.02
H 3.0209 4.6832 -0.8503 0.00 -0.01 -0.02
H -2.2162 -3.9588 0.4447 0.05 0.02 -0.06
H 0.5468 3.6615 -4.5097 0.01 0.00 0.02
H -2.4346 0.9686 -5.9193 0.00 0.00 0.01
H 0.9389 0.1683 5.0606 0.04 0.00 0.03
H -0.8327 -4.7375 1.2465 -0.01 0.00 0.03
H 3.3307 -3.1499 -1.7012 -0.03 0.01 0.00
H -0.2604 0.1946 2.9420 -0.01 0.01 0.04
H 2.6188 2.3810 0.6160 0.01 0.06 0.01
H -1.8395 -3.5299 2.0896 0.02 0.03 -0.02
H -4.4470 -2.5125 0.6414 0.00 0.00 0.00
H 4.6260 0.0085 2.7578 0.01 0.00 0.04
H 4.0093 -2.3899 -0.2700 -0.01 -0.01 0.03
H -8.3107 -0.6288 0.6461 0.00 0.00 0.00
H -7.1864 1.5899 0.6501 -0.01 -0.01 0.00
H -6.9014 -2.6869 0.6511 -0.02 0.01 0.00
H -4.7385 1.7517 0.6595 0.00 0.00 -0.01
H -1.0318 3.0074 -6.2515 -0.01 0.00 -0.02
H -2.2156 -0.3623 -3.8387 -0.03 0.00 -0.04
```
Positions in Å, forces in eV/Å.

***

Record 3
DFT (ωB97M-V/def2-TZVPD) results for a molecular structure, C31H39CoN3O2Te in a non-equilibrium geometry.

HOMO (spin up / spin down)   0.3 / 0.4 eV
<S²>   3.76
2S+1   4
Net charge   -2
Gap between HOMO and LUMO (spin up / spin down)   4.1 / 4.1 eV

```
77
Properties=species:S:1:pos:R:3:forces:R:3
Te 1.2591 -0.1471 3.3079 0.04 0.13 -0.09
Co -0.5376 -0.6676 1.5735 0.62 0.01 0.74
O -1.2803 -3.8015 3.2560 1.46 -2.23 1.34
O -1.8142 -2.1120 2.2500 -0.71 2.03 -1.40
N -0.5970 -1.4823 -0.4672 -0.34 0.20 -0.38
N -2.1839 -3.1816 2.7959 -1.02 0.51 -0.31
N -1.1137 1.1478 0.7203 -0.98 0.00 0.10
C -2.5917 1.9554 3.2091 0.12 0.12 -0.05
C 0.1125 -4.0421 -3.0459 0.03 0.11 -0.04
C -3.0713 2.2167 -0.3065 0.06 -0.07 0.22
C 0.9409 2.8692 -0.4517 -0.01 -0.03 0.11
C -3.9856 -0.2716 -1.0779 0.00 -0.02 -0.08
C 0.6237 4.3051 1.5652 -0.09 0.07 -0.04
C 1.6803 1.5284 -0.4745 0.02 -0.03 -0.11
C -1.0489 3.9158 3.2191 -0.01 -0.08 -0.05
C 1.7165 -4.0741 1.8724 -0.11 -0.05 0.01
C 0.2316 3.1694 0.8631 0.13 0.09 -0.06
C -4.8110 0.8115 -1.2419 0.00 -0.01 0.01
C 0.0039 3.0166 -1.6551 -0.10 -0.15 -0.03
C -0.1349 -0.3476 -3.3025 -0.03 -0.06 0.05
C 0.0080 -2.5695 -1.1402 0.03 0.05 0.18
C 0.9319 -3.3936 -0.4675 -0.06 -0.19 0.12
C -4.3000 2.0749 -0.8851 -0.10 -0.02 0.02
C -0.0084 4.6876 2.7362 0.04 -0.01 -0.05
C 2.9784 -2.3941 0.4962 0.07 0.04 -0.08
C 0.8453 -4.9603 -2.3207 0.00 0.02 0.07
C -0.2648 -2.8106 -2.5064 0.09 0.12 -0.12
C -0.8002 2.3760 1.3767 -0.16 -0.19 0.17
C -1.8604 -1.3259 -0.7447 0.28 -0.28 0.18
C -3.9037 2.7525 3.2190 0.02 -0.04 0.07
C 1.3011 -4.5939 -1.0627 0.02 0.00 0.01
C -0.6869 -1.7566 -3.5476 0.08 -0.08 -0.06
C -1.4577 2.7534 2.5720 0.07 0.01 -0.09
C 1.5987 -2.9716 0.8243 0.11 -0.35 -0.18
C -2.1594 -1.7437 -3.9626 -0.14 0.11 0.13
C -2.2319 1.0865 -0.0002 0.08 -0.06 -0.01
C -2.2501 1.5168 4.6358 0.03 -0.01 0.01
C -2.6838 -0.1696 -0.5530 -0.02 0.03 0.05
H -0.5189 3.9777 -1.6402 0.03 -0.02 0.02
H -4.1809 3.1072 2.2279 0.02 0.02 -0.11
H -2.3731 -2.1670 -1.2276 0.05 0.14 -0.09
H -2.5237 -2.7598 -4.1363 0.00 0.02 0.02
H -2.8073 -1.2641 -3.2242 0.12 -0.06 -0.09
H 1.0397 -2.1669 1.2869 0.00 0.04 0.12
H -0.4384 0.3177 -4.1173 0.01 -0.07 -0.01
H 2.3697 -4.8877 1.5376 0.03 0.00 0.00
H 2.4131 1.4609 0.3302 -0.04 0.02 0.02
H 0.9572 -0.3657 -3.2680 -0.04 -0.01 0.05
H -4.3222 -1.2560 -1.3945 0.04 0.05 0.00
H 3.6440 -3.1768 0.1091 -0.04 0.00 0.00
H 0.5751 2.9498 -2.5876 -0.01 -0.01 0.02
H 3.4122 -1.9645 1.4018 -0.06 0.03 -0.02
H 0.9925 0.6930 -0.3392 0.08 0.08 -0.07
H 1.4436 4.8993 1.1754 0.02 0.01 0.00
H -2.7271 3.1983 -0.0150 0.06 0.06 0.03
H -3.1188 1.0309 5.0933 0.05 -0.04 -0.04
H 1.1228 -5.9148 -2.7539 0.00 0.01 0.00
H 1.6943 3.6584 -0.5495 0.05 0.00 -0.01
H -0.1304 -4.2355 -4.0865 0.02 -0.04 -0.01
H -4.7173 2.1226 3.5926 0.04 0.03 0.00
H -2.7396 1.0549 2.6201 -0.06 -0.15 -0.11
H 0.3169 5.5701 3.2763 0.00 -0.01 -0.02
H 0.7357 -4.4786 2.1353 0.11 0.06 -0.04
H -3.8206 3.6195 3.8846 0.00 -0.04 -0.05
H -0.4793 0.0968 -2.3733 -0.05 0.00 0.04
H 2.1882 1.4054 -1.4417 -0.01 0.03 0.08
H -4.9017 2.9628 -1.0569 0.02 -0.01 0.00
H -1.4061 0.8250 4.6328 0.03 0.02 0.00
H -0.7531 2.2262 -1.6692 0.15 0.17 -0.03
H 1.9689 -5.2500 -0.5196 0.00 -0.03 -0.01
H -0.1525 -2.1062 -4.4368 -0.03 0.01 -0.08
H -2.2619 -1.1806 -4.8959 -0.03 -0.02 0.02
H 2.1435 -3.6417 2.7806 -0.05 0.03 -0.04
H -1.5393 4.1983 4.1446 0.01 0.01 -0.02
H 2.9134 -1.6010 -0.2575 -0.03 -0.04 0.10
H -1.9842 2.3773 5.2591 -0.03 -0.03 -0.02
H -5.8005 0.6981 -1.6647 -0.01 0.04 0.01
```
Positions in Å, forces in eV/Å.

***

Record 4
DFT (ωB97M-V/def2-TZVPD) results for 5 unconnected molecules or ions with the total composition C50H92BFIN5O8 in a non-equilibrium geometry.

HOMO (spin up / spin down)   -8.3 / -8.3 eV
<S²>   6.02
2S+1   5
Gap between HOMO and LUMO (spin up / spin down)   8.4 / 8.4 eV

```
158
Properties=species:S:1:pos:R:3:forces:R:3
I -0.5747 -3.4027 5.2948 -0.41 -0.27 -0.31
F -4.1568 -3.8277 8.0610 1.01 0.15 -0.96
O 10.1764 3.9950 -3.0818 0.84 -0.96 0.39
O -5.5791 -6.2439 -3.1603 0.19 1.37 0.09
O -5.1977 -4.2488 0.8586 1.49 0.37 1.44
O -7.4572 1.7127 2.6550 1.11 0.12 0.80
O 5.7976 1.8904 -0.2415 -0.76 -0.51 -1.03
O -0.7942 1.1867 2.9664 -0.34 -0.61 -0.14
O -3.3663 -4.4251 6.0361 1.43 0.76 -0.14
O -4.8319 -3.0872 3.8590 0.68 -0.75 0.39
N 4.9824 2.1544 -1.2544 1.90 1.27 2.63
N -6.9728 1.6910 3.8900 -2.81 -0.28 -2.05
N -6.0584 -5.0443 -3.4644 -0.40 -3.46 -0.20
N -0.6509 -0.5054 1.4203 0.32 -0.68 1.04
N 11.4230 3.5435 -3.1028 -2.23 2.50 -1.01
C -2.1526 -0.6512 3.6082 -0.23 -0.86 -0.75
C 4.5940 5.0748 -1.3657 -0.01 -0.04 -0.02
C -6.1176 -3.4250 -5.3534 -0.28 0.23 0.04
C 3.2174 1.9819 0.5344 0.65 -0.23 0.27
C 12.0688 4.4907 -5.3507 -0.03 0.47 0.22
C -7.1918 -5.6891 -5.6246 -0.34 -0.27 0.29
C -8.5532 -5.4267 -4.9879 0.01 0.03 0.02
C -2.6548 -2.0513 3.0956 -1.20 -0.03 -0.17
C 7.1456 2.3870 -2.5236 0.07 -0.30 0.63
C 3.9256 4.2307 -0.2847 0.46 0.24 -0.09
C 5.7448 2.9676 -2.2493 0.35 0.12 -2.14
C 5.9031 4.4349 -1.8197 -0.22 0.18 0.45
C 5.0510 2.9036 -3.6290 -0.33 0.14 -0.10
C 2.7236 -1.8744 0.2380 -2.00 0.94 1.31
C -6.0456 -4.9159 -4.9520 0.51 1.44 -1.58
C -6.7388 3.1605 5.8847 0.05 -0.20 0.30
C 0.7338 -0.8843 1.4829 2.19 -0.75 -0.79
C -8.5023 -5.6713 -3.4827 0.12 -0.26 -0.47
C 11.7671 3.2315 -4.5218 1.00 -1.54 -1.21
C -9.0394 2.5416 5.0608 -0.22 -0.46 -0.12
C -5.0956 -4.4210 3.4150 -1.30 -1.57 -0.70
C -6.7787 -0.7780 3.4350 -0.30 0.46 -0.61
C 2.9777 -1.2408 2.6653 -1.71 -0.34 -1.97
C -7.3201 -5.3482 -1.3061 0.61 -0.45 -0.15
C 12.9783 2.2725 -4.5721 0.34 0.06 0.09
C 12.2788 4.5453 -2.3989 1.63 0.11 1.46
C -3.0426 -3.6823 7.1914 -1.11 -0.42 1.45
C 1.5733 -0.7806 2.6787 1.01 -0.82 -1.19
C -2.6628 -3.9704 4.8573 -1.55 -0.41 0.36
C -3.1992 -5.7259 1.6924 -0.04 0.68 -0.59
C -9.2169 1.1833 5.7327 0.05 0.01 0.00
C -4.7141 -5.3913 -5.5665 0.13 -0.50 0.54
C -1.1510 0.0706 2.6600 -0.23 1.45 0.49
C 1.3174 -1.4151 0.2397 1.89 -0.08 2.02
C -7.5696 4.1374 3.8263 -0.03 -0.34 -0.66
C -3.5077 -2.7956 4.2358 2.23 1.48 0.20
C -8.6445 0.0695 4.8606 -0.36 0.39 -0.04
C 2.5851 2.6425 -1.7104 -0.05 0.17 -0.34
C 13.0445 5.4441 -4.6685 0.02 -0.04 0.02
C 11.6532 5.0106 -1.0692 -0.70 -0.11 -0.22
C 3.5299 -1.8059 1.4468 -1.56 0.55 -0.25
C -7.1880 0.3173 4.4371 1.04 -1.53 1.10
C 12.5701 5.7854 -3.2593 -0.20 0.03 -0.48
C -6.2492 0.0724 5.6406 -0.01 0.11 0.33
C -7.3774 -4.8957 -2.7782 -1.23 1.41 1.17
C -7.7598 -3.4012 -2.6817 -0.08 0.22 -0.28
C 13.6102 3.8924 -1.9630 0.27 -0.13 -0.21
C 3.7396 2.7593 -0.6892 -2.18 -0.13 -0.17
C 10.6504 2.4402 -5.2314 -0.54 0.28 0.43
C -7.5891 2.8268 4.6376 0.53 1.60 1.40
B -4.4755 -4.7934 1.9546 -0.44 0.29 -0.60
H 3.9193 5.2142 -2.2158 0.01 -0.04 0.01
H -8.2615 -5.1271 -0.7982 -0.01 0.16 -0.26
H 13.1263 6.3622 -5.2566 0.02 -0.05 0.02
H -7.1163 -2.9997 -5.2815 0.03 0.00 0.13
H 12.8699 1.4640 -3.8453 -0.02 0.10 0.02
H -7.1627 -6.4232 -1.2020 0.15 0.08 -0.14
H 0.6900 -1.4679 -0.6804 0.63 -0.01 0.88
H 14.3285 3.7788 -2.7722 -0.08 -0.09 -0.04
H -7.4273 -0.8112 2.5577 0.08 0.25 0.02
H -6.9902 -6.7653 -5.5766 0.13 0.07 0.12
H 7.0849 1.3369 -2.8229 -0.06 0.04 0.07
H -6.8391 -1.7641 3.8952 0.04 0.24 0.23
H 3.1127 -2.2878 -0.7208 -0.16 0.39 1.04
H 3.5967 -1.1875 3.5890 -0.66 0.04 -0.88
H -8.1441 -2.9859 -3.6111 0.12 0.00 -0.04
H -5.7494 -0.6357 3.0964 -0.06 0.01 0.02
H -9.2983 -6.0882 -5.4385 0.02 0.05 0.01
H 13.0660 1.8091 -5.5573 -0.20 0.11 0.02
H -2.1823 -4.1362 7.7566 -0.68 0.50 -0.75
H -6.9093 -2.7974 -2.3566 0.00 -0.07 -0.06
H 14.1170 4.5077 -1.2161 -0.21 0.07 -0.03
H 11.1382 5.0341 -5.5502 -0.06 -0.13 0.14
H 12.4687 4.2064 -6.3286 -0.08 -0.22 0.10
H 11.4172 4.1589 -0.4262 -0.02 0.02 -0.09
H -1.6889 -0.7065 4.6234 -0.20 0.01 -0.87
H 13.9339 2.7643 -4.4029 -0.04 0.00 0.12
H -7.9185 4.9722 4.4378 0.05 -0.23 0.19
H -7.2379 -5.4371 -6.6882 0.22 0.11 0.08
H 10.3875 1.5403 -4.6695 0.01 0.08 0.03
H 14.0490 5.0113 -4.6417 -0.03 -0.02 0.02
H -9.4688 -5.4077 -3.0434 0.17 0.11 0.16
H -3.4023 -1.8511 2.2736 0.81 -0.23 0.66
H -4.5651 -6.4671 -5.4634 -0.03 0.09 0.20
H 7.8079 2.4599 -1.6602 -0.17 -0.08 0.03
H -8.7207 -0.8810 5.3967 0.24 0.00 -0.09
H 4.1739 3.5427 -3.7090 -0.06 -0.09 0.07
H 7.6384 2.9315 -3.3315 -0.24 0.10 0.04
H -8.8863 -4.4065 -5.2005 0.04 0.00 0.02
H -6.2158 -4.4676 3.2465 1.06 0.27 0.25
H -5.8235 -3.2891 -6.3966 0.05 -0.21 0.07
H -10.2811 0.9995 5.9045 0.05 0.01 0.02
H -6.9968 4.1463 6.2781 -0.09 -0.03 -0.20
H -8.3748 -6.7463 -3.3117 0.17 0.07 0.06
H -2.9304 -2.5837 7.0302 0.03 -0.87 -0.12
H -9.3917 3.3259 5.7373 0.23 0.09 -0.09
H -3.8639 -4.8803 -5.1074 -0.07 -0.04 0.03
H 2.2503 2.3734 0.8584 0.04 0.13 -0.27
H 13.4386 2.9132 -1.5103 -0.05 0.03 -0.08
H -3.5774 -2.0155 5.0533 -0.22 -0.89 -0.67
H -6.5855 0.5423 6.5625 0.05 0.11 -0.05
H -4.6885 -5.1790 -6.6373 -0.23 0.15 0.11
H -8.7457 1.1790 6.7201 0.03 0.01 -0.03
H 1.1718 -0.3580 3.6290 0.34 -0.37 -1.01
H 6.3231 5.0213 -2.6422 0.04 -0.25 -0.08
H -1.8576 -2.7045 2.6651 -0.45 0.65 0.43
H 2.9576 4.6729 -0.0306 -0.05 -0.26 -0.02
H -2.5676 -4.8753 4.2094 -0.05 0.96 0.43
H -9.6953 2.5809 4.1837 0.18 0.00 -0.08
H -8.2247 4.1008 2.9547 0.15 -0.17 -0.01
H -6.1849 -0.9942 5.8707 -0.10 0.02 -0.22
H -6.5239 -4.8308 -0.7652 -0.21 -0.14 -0.15
H 13.3219 6.4112 -2.7694 -0.06 -0.18 0.18
H -6.5583 4.3755 3.4872 -0.05 -0.07 0.00
H 5.7255 3.2448 -4.4177 0.12 -0.03 0.20
H 6.6252 4.5049 -0.9983 -0.02 -0.20 -0.02
H 1.6201 2.8079 -1.2255 0.17 -0.02 0.17
H -4.9180 -5.2293 4.1857 0.14 1.10 -0.44
H 4.7591 1.8800 -3.8756 -0.01 0.04 0.09
H 10.7428 5.5940 -1.2146 -0.02 -0.20 -0.10
H -3.0712 -0.0061 3.7219 1.06 -0.36 -0.21
H 2.6314 3.3784 -2.5107 0.09 -0.08 -0.05
H 4.5693 -2.1943 1.3871 -0.89 0.46 0.26
H -6.8909 2.4741 6.7150 0.07 -0.08 -0.07
H -3.0436 -6.4662 2.5142 0.09 0.52 -0.78
H -3.3057 -6.2077 0.6796 0.16 0.16 1.10
H 3.8804 2.0651 1.3969 0.12 -0.07 -0.17
H -5.4382 -2.8213 -4.7469 -0.06 -0.07 0.04
H -5.2343 0.4172 5.4247 -0.08 0.08 -0.02
H 4.7959 6.0751 -0.9725 -0.02 -0.03 -0.04
H 2.5543 1.6453 -2.1562 0.09 0.05 0.02
H 3.0822 0.9209 0.3112 0.07 0.06 -0.03
H -0.8731 0.0608 0.6033 0.16 0.01 0.41
H -5.6741 3.1806 5.6406 -0.07 -0.07 -0.03
H 10.9751 2.1264 -6.2256 0.24 0.10 0.14
H 4.5339 4.2902 0.6249 0.02 -0.19 -0.05
H 12.3465 5.6544 -0.5239 0.16 -0.13 -0.22
H -8.5577 -3.2520 -1.9511 0.10 -0.21 0.02
H -4.5863 -3.9089 0.1830 -0.37 -0.64 -0.09
H 9.7449 3.0315 -5.3769 0.06 0.00 0.21
H -9.2770 -0.0325 3.9714 0.17 0.07 -0.08
H 11.6676 6.4021 -3.3386 -0.07 -0.17 0.08
H -2.3016 -5.0418 1.5876 -0.66 -0.79 0.34
```
Positions in Å, forces in eV/Å.